# C30H34CuN6O4P

A molecular structure, C30H34CuN6O4P (ωB97M-V with the def2-TZVPD basis set, OMol25).

```
76
Properties=species:S:1:pos:R:3:forces:R:3
Cu 1.128 0.497 0.324 0.5 -0.2 -0.6
C 3.241 1.933 -1.132 1.2 0.0 -0.1
C 3.413 0.411 -1.267 -0.2 -0.6 -0.3
N 3.019 -0.277 -0.018 -0.1 1.7 0.3
C 3.873 0.082 1.124 -0.6 -0.2 0.3
C 3.062 0.227 2.432 0.0 0.6 -0.2
N 1.825 1.011 2.278 0.1 0.3 -0.4
C 1.945 2.491 2.227 0.0 -0.3 0.9
C 2.642 2.994 0.992 -0.2 0.1 -0.6
N 2.161 2.289 -0.221 0.9 -0.1 0.7
H 4.209 2.361 -0.771 -0.8 -0.2 -0.2
H 3.118 2.354 -2.122 -0.3 0.1 -0.2
H 2.793 0.015 -2.077 -0.2 0.1 0.2
H 4.430 0.161 -1.585 0.1 0.1 0.3
H 2.963 -1.277 -0.090 -0.2 -0.9 -0.4
H 4.610 -0.702 1.296 0.3 0.1 -0.1
H 4.354 0.999 0.825 0.5 0.1 0.5
H 2.753 -0.740 2.782 -0.1 -0.7 0.0
H 3.698 0.620 3.224 0.2 0.3 0.1
H 1.138 0.752 2.977 0.2 0.1 0.0
H 0.934 2.891 2.243 -0.1 -0.1 0.2
H 2.502 2.852 3.108 -0.3 0.0 -0.2
H 2.480 4.086 0.892 0.2 -0.5 0.2
H 3.710 2.803 1.104 -0.1 0.3 -0.1
H 1.376 2.753 -0.669 -0.1 0.2 -0.3
N 0.668 -2.731 -1.361 0.3 -0.3 0.1
P 0.025 -1.359 -0.555 0.5 -0.1 -0.1
C -0.965 -2.046 0.776 0.2 0.5 -0.4
C -0.594 -1.880 2.116 -0.3 -0.4 0.2
C -1.391 -2.453 3.101 -0.2 -0.1 -0.5
C -2.533 -3.180 2.713 0.4 0.4 0.6
C -2.910 -3.292 1.393 0.6 0.1 -0.8
C -2.093 -2.733 0.384 -1.0 -0.5 2.1
C -1.082 -0.794 -1.850 -0.5 0.0 -1.3
C -0.756 -0.953 -3.224 0.3 0.0 0.9
C -1.602 -0.465 -4.217 0.0 -0.3 0.2
C -2.750 0.237 -3.880 0.1 0.1 0.7
C -3.074 0.396 -2.528 -0.7 0.6 -0.3
C -2.275 -0.135 -1.536 0.3 -0.3 -0.4
C 1.699 -3.563 -0.900 -0.4 0.7 -0.2
C 1.718 -4.874 -1.328 -0.8 -1.1 -1.0
C 2.728 -5.700 -0.939 1.1 -0.3 0.4
C 3.729 -5.193 -0.094 -0.4 0.2 0.3
C 3.622 -3.878 0.307 -0.3 -0.4 -0.2
N 2.628 -3.068 -0.122 0.8 0.2 1.0
H -0.011 -3.297 -1.864 -0.1 0.5 0.0
H 0.323 -1.352 2.391 -0.3 -0.1 -0.2
H -1.152 -2.328 4.154 0.0 -0.1 -0.2
H -3.131 -3.652 3.482 -0.1 0.1 0.0
H -3.812 -3.834 1.143 0.0 0.0 -0.1
H -2.373 -2.793 -0.641 -0.2 -0.1 -0.7
H 0.200 -1.430 -3.476 -0.6 0.1 -0.1
H -1.397 -0.693 -5.251 0.2 0.2 -0.1
H -3.370 0.685 -4.645 -0.1 -0.1 0.0
H -3.971 0.972 -2.218 0.6 -0.5 -0.4
H -2.586 -0.039 -0.523 -0.1 0.1 0.6
H 0.939 -5.248 -2.006 0.3 0.2 0.4
H 2.793 -6.732 -1.272 -0.2 0.2 0.0
H 4.518 -5.802 0.322 0.0 -0.1 -0.2
H 4.347 -3.494 1.030 -0.3 0.2 -0.3
O -0.291 2.807 -1.100 0.3 0.3 -0.7
C -0.992 2.267 -0.257 -0.4 0.5 0.4
O -0.648 1.247 0.443 -0.2 -0.1 0.6
C -2.341 2.888 0.025 -0.2 -0.5 0.3
C -3.188 2.398 1.001 0.2 -0.7 0.8
C -4.446 2.957 1.227 -0.2 -0.9 0.4
C -4.838 3.986 0.422 0.1 1.1 -1.0
C -3.991 4.554 -0.536 -0.4 -0.9 0.7
C -2.760 3.968 -0.726 0.6 0.9 -0.9
N -6.202 4.574 0.544 0.0 0.1 0.6
O -6.520 5.431 -0.261 0.0 -0.5 0.4
O -6.885 4.177 1.476 0.2 0.2 -0.6
H -2.824 1.551 1.598 -0.4 0.4 -0.2
H -5.147 2.553 1.960 0.4 0.2 -0.2
H -4.343 5.382 -1.105 -0.1 0.4 -0.4
H -2.072 4.378 -1.470 -0.3 -0.2 0.2
```
Forces are in eV/Å.

Output
multiplicity: 2
charge: +1
HOMO energy (spin up / spin down): -11.17 / -11.56 eV
frontier orbital gap (spin up / spin down): 8.79 / 8.20 eV
electronic energy: -3774.70161 Ha

Here are the Mulliken charges for atoms 1 to 6, given in e:
1. Cu -0.864
2. C -1.130
3. C -0.310
4. N 0.678
5. C -0.656
6. C -0.944


# C18H34Br4Cl6O3

7 unconnected molecules or ions with the total composition C18H34Br4Cl6O3 (ωB97M-V with the def2-TZVPD basis set, OMol25).

```
65
Properties=species:S:1:pos:R:3:forces:R:3
C 0.640 1.871 0.269 -1.0 0.0 -0.5
Cl 2.355 1.855 0.483 1.2 0.0 0.2
Cl -0.120 2.904 1.453 -0.1 0.0 0.0
Cl -0.007 0.223 0.322 0.0 -0.1 0.1
H 0.427 2.249 -0.731 0.1 0.0 0.2
C -1.661 0.079 3.622 -0.4 -0.2 0.8
Cl -3.015 1.210 3.428 0.5 -0.1 -0.1
Cl -2.250 -1.295 4.695 0.9 1.0 -0.8
Cl -0.196 0.928 4.271 -0.9 -0.8 -0.1
H -1.393 -0.322 2.644 -0.1 0.0 0.4
C -2.561 -5.095 -1.509 0.5 2.3 -0.1
C -1.264 -4.313 -1.213 1.1 -0.3 -0.2
C -1.552 -3.437 0.017 -0.7 -1.5 -1.0
O -2.971 -3.327 -0.002 -0.6 0.7 0.8
C -3.551 -4.022 -1.080 -0.8 -0.8 -0.4
H -2.592 -5.989 -0.886 -0.3 -0.1 -0.5
H -2.687 -5.146 -2.590 0.1 -1.2 0.1
H -0.929 -3.649 -2.009 -0.4 -0.1 -0.4
H -0.442 -5.018 -1.086 0.2 0.1 0.3
H -1.085 -2.456 -0.072 0.0 0.1 0.2
H -1.243 -3.991 0.903 0.0 0.5 0.4
H -3.843 -3.382 -1.912 0.8 0.6 -0.3
H -4.537 -4.438 -0.877 0.1 -0.1 1.1
C -3.410 -0.045 -0.394 0.4 -1.6 -0.1
C -3.083 1.362 -0.719 0.9 1.7 0.2
C -4.384 2.003 -1.221 1.2 0.4 0.2
O -5.142 0.912 -1.622 -1.4 -1.5 -0.4
C -4.880 -0.200 -0.744 0.6 0.2 1.0
H -3.143 -0.323 0.625 -0.3 -0.1 0.1
H -2.845 -0.707 -1.050 0.2 -0.1 0.1
H -2.306 1.336 -1.483 -0.1 0.5 -0.3
H -2.661 1.923 0.115 -0.1 0.0 0.1
H -4.159 2.702 -2.026 -0.3 -0.4 -0.6
H -4.901 2.649 -0.511 -0.1 -0.3 0.7
H -5.099 -1.203 -1.111 -0.1 0.4 -1.0
H -5.408 -0.223 0.210 -0.7 0.9 0.0
C 6.756 -1.501 1.172 1.0 -1.2 0.0
C 6.626 -0.043 1.443 0.0 1.4 2.1
C 5.864 0.601 0.308 1.2 -1.3 0.4
O 5.654 -0.533 -0.564 -0.9 0.3 -0.9
C 5.692 -1.747 0.145 0.9 -0.4 -0.5
H 6.658 -2.132 2.056 -0.2 0.1 -0.1
H 7.726 -1.742 0.736 0.0 0.0 -0.1
H 7.620 0.396 1.533 -0.2 0.2 0.2
H 6.088 0.103 2.379 0.2 0.2 0.1
H 6.515 1.373 -0.103 -0.7 0.0 -1.0
H 4.836 0.926 0.467 -0.2 0.4 0.2
H 5.851 -2.538 -0.589 -0.3 0.0 0.0
H 4.774 -1.930 0.703 -0.9 0.2 -0.3
Br -0.045 8.134 2.095 -1.0 -0.6 -0.1
C -1.810 7.264 1.822 -0.8 -0.3 0.0
C -1.728 6.069 0.877 0.7 -0.1 -0.1
Br -3.220 4.755 1.112 0.7 1.0 -0.2
H -2.503 8.028 1.468 0.4 0.1 -0.3
H -2.274 6.930 2.750 0.8 0.1 0.4
H -0.823 5.486 1.048 -0.2 0.0 0.3
H -1.642 6.381 -0.164 -0.6 -0.1 0.0
Br 2.895 -3.428 -1.576 -0.6 1.0 -0.6
C 1.924 -1.817 -2.336 -0.5 -0.1 1.3
C 2.875 -0.676 -2.452 1.3 -0.1 -0.8
Br 1.933 0.919 -3.037 0.1 -0.2 0.1
H 1.226 -1.501 -1.561 -0.2 -0.6 0.1
H 1.341 -2.055 -3.226 0.6 -0.3 0.0
H 3.663 -0.854 -3.184 -0.2 0.0 -0.2
H 3.426 -0.491 -1.530 -0.6 0.2 0.2
```
Forces are in eV/Å.

Output
multiplicity: 2
charge: +1
HOMO energy (spin up / spin down): -11.12 / -11.12 eV
frontier orbital gap (spin up / spin down): 8.18 / 1.97 eV
electronic energy: -13988.71788 Ha

Here are the Mulliken charges for atoms 1 to 6, given in e:
1. C -0.085
2. Cl -0.226
3. Cl -0.136
4. Cl 0.009
5. H 0.250
6. C 0.662


# C3H5I

2 unconnected molecules or ions with the total composition C3H5I (ωB97M-V with the def2-TZVPD basis set, OMol25).

```
9
Properties=species:S:1:pos:R:3:forces:R:3
C 0.747 -2.300 0.239 -0.4 0.4 0.1
C -0.656 0.197 -0.201 0.3 -1.2 -0.2
C -0.026 1.471 0.123 -0.2 0.3 0.3
I -2.688 0.026 0.097 0.3 0.3 0.0
H 0.320 -2.864 -0.614 0.1 0.2 0.0
H 1.694 -1.871 -0.130 -0.1 0.0 -0.2
H -0.615 2.241 0.624 0.0 0.0 0.0
H 0.881 1.238 0.695 0.0 0.0 -0.1
H 0.343 1.862 -0.834 0.0 -0.1 -0.1
```
Forces are in eV/Å.

Output
ΔE to the lowest compared entry with this formula, charge and spin: 168.3 kcal/mol
charge: 0
HOMO energy (spin up / spin down): -8.65 / -8.44 eV
frontier orbital gap (spin up / spin down): 7.65 / 7.43 eV
electronic energy: -414.70627 Ha

Here are the Mulliken charges for atoms 1 to 6, given in e:
1. C -0.385
2. C -0.215
3. C -0.752
4. I 0.097
5. H 0.180
6. H 0.172


# C44H59BrClN5O7SeV

A molecular structure, C44H59BrClN5O7SeV (ωB97M-V with the def2-TZVPD basis set, OMol25).

```
119
Properties=species:S:1:pos:R:3:forces:R:3
V 0.627 -0.329 0.538 0.0 2.2 -2.2
C -4.364 -2.961 5.691 0.1 0.0 0.0
C -2.894 -3.395 5.780 0.0 0.0 0.0
C -2.456 -3.332 7.245 0.0 0.0 -0.1
C -2.757 -4.846 5.292 0.0 0.1 0.0
C -2.031 -2.507 4.883 0.0 0.0 0.1
C -2.322 -2.409 3.523 0.0 0.0 -0.1
C -1.479 -1.717 2.685 0.1 0.1 -0.1
Se -1.888 -1.305 0.846 0.0 -0.1 0.5
C -2.620 0.431 1.209 0.0 -0.1 -0.2
C -3.994 0.510 1.274 0.1 0.0 0.1
C -4.628 1.727 1.492 0.0 0.1 0.0
C -3.797 2.837 1.568 -0.1 0.0 0.0
C -2.409 2.805 1.458 0.3 0.0 0.0
C -1.740 1.546 1.334 -0.6 0.1 0.1
O -0.459 1.397 1.369 0.7 -0.5 -0.6
C -1.706 4.177 1.440 0.0 0.1 0.0
C -1.957 4.908 2.769 0.0 0.0 0.0
C -0.192 4.108 1.228 -0.4 0.0 0.1
C -2.283 5.010 0.281 0.0 0.0 0.0
C -6.146 1.787 1.625 -0.1 0.0 0.0
C -6.656 3.214 1.840 0.0 -0.1 0.0
C -6.806 1.231 0.354 0.0 0.0 0.0
C -6.584 0.937 2.829 0.0 0.1 0.0
C -0.269 -1.139 3.136 -1.0 -0.4 0.4
O 0.608 -0.795 2.227 0.6 -1.0 2.3
C -0.083 -1.042 4.529 0.3 0.2 -0.3
C -0.946 -1.772 5.346 -0.2 -0.1 0.0
C 0.987 -0.163 5.188 0.1 0.0 0.1
C 1.680 0.786 4.203 0.0 -0.1 0.0
C 0.301 0.717 6.250 0.0 -0.1 0.0
C 2.050 -1.049 5.853 -0.1 0.0 0.0
H -4.989 -3.569 6.352 0.0 0.0 0.0
H -4.742 -3.069 4.675 0.0 0.0 0.0
H -4.468 -1.914 5.979 0.0 0.0 0.0
H -3.077 -3.997 7.849 0.0 0.0 0.0
H -2.558 -2.318 7.637 0.0 0.0 0.1
H -1.416 -3.647 7.350 0.0 0.0 0.1
H -3.350 -5.527 5.910 0.0 0.0 0.0
H -1.712 -5.159 5.332 0.0 0.0 0.0
H -3.091 -4.938 4.259 0.0 0.0 0.0
H -3.211 -2.862 3.099 0.0 0.0 0.0
H -4.564 -0.405 1.164 0.0 0.0 0.0
H -4.255 3.807 1.713 0.0 0.0 0.0
H -1.565 4.318 3.600 0.0 0.0 0.0
H -3.021 5.077 2.943 0.0 0.0 0.0
H -1.455 5.881 2.770 0.0 0.0 0.0
H 0.293 3.619 2.070 -0.1 0.0 0.0
H 0.206 5.125 1.137 -0.1 0.0 0.0
H 0.050 3.552 0.323 0.0 0.0 0.0
H -3.351 5.198 0.405 0.0 0.0 0.0
H -2.137 4.482 -0.663 0.0 0.0 0.0
H -1.775 5.978 0.221 0.0 0.0 0.0
H -6.393 3.854 0.995 0.0 0.0 0.0
H -6.246 3.646 2.755 0.0 0.0 0.0
H -7.745 3.205 1.932 0.0 0.0 0.0
H -6.503 1.813 -0.518 0.0 0.0 0.0
H -7.896 1.272 0.437 0.0 0.0 0.0
H -6.516 0.194 0.182 0.0 0.0 0.0
H -6.157 1.340 3.750 0.0 0.0 0.0
H -6.244 -0.093 2.721 0.0 0.0 0.0
H -7.674 0.935 2.928 0.0 0.0 0.0
H -0.753 -1.755 6.410 0.0 0.0 0.0
H 0.944 1.328 3.604 0.0 0.0 0.0
H 2.339 0.247 3.525 0.0 0.1 -0.1
H 2.279 1.513 4.760 0.0 0.0 0.1
H -0.488 1.306 5.778 0.0 0.0 0.0
H 1.025 1.401 6.701 0.0 0.0 0.0
H -0.149 0.127 7.050 0.0 0.0 0.0
H 2.553 -1.653 5.097 0.0 0.0 0.0
H 1.603 -1.720 6.591 0.0 0.0 0.0
H 2.798 -0.430 6.357 0.0 0.0 0.0
O -2.527 0.479 -3.100 -0.2 0.0 0.0
Cl -1.161 0.537 -2.666 -0.3 0.0 -0.7
O -0.625 1.840 -2.935 0.2 0.2 0.0
O -1.129 0.271 -1.240 0.2 0.0 0.4
O -0.388 -0.472 -3.343 0.2 -0.1 -0.1
Br 3.286 -0.623 1.055 0.3 0.3 0.1
C 2.487 2.838 1.090 0.2 -0.2 -0.2
N 3.144 2.599 -0.184 0.0 -0.1 0.0
C 4.523 3.027 -0.252 0.0 0.1 -0.2
C 4.869 3.364 -1.690 -0.1 -0.1 0.1
C 4.653 2.106 -2.506 0.1 0.1 0.1
N 3.343 1.543 -2.257 -0.2 0.0 0.1
C 2.790 0.761 -3.348 -0.1 0.0 0.0
C 2.630 1.719 -1.097 0.2 0.2 0.2
O 1.543 1.153 -0.931 -0.3 -0.2 0.3
H 2.304 3.911 1.201 0.1 -0.1 0.0
H 3.112 2.481 1.910 0.1 -0.1 0.0
H 1.540 2.313 1.123 0.1 0.0 0.0
H 5.183 2.236 0.129 0.0 0.0 0.0
H 4.637 3.902 0.389 0.0 0.0 0.0
H 5.899 3.713 -1.778 0.0 0.0 0.0
H 4.194 4.147 -2.043 0.1 0.1 0.0
H 5.431 1.370 -2.260 0.0 0.0 0.0
H 4.735 2.322 -3.574 0.0 0.0 0.0
H 2.554 1.410 -4.196 0.1 0.0 0.0
H 1.879 0.271 -3.035 -0.2 0.0 0.0
H 3.506 -0.005 -3.661 0.0 0.1 0.0
N -0.833 -10.088 -3.700 0.0 0.1 0.0
C -0.541 -8.996 -3.416 -0.1 -0.3 -0.1
C -0.187 -7.687 -3.071 0.0 0.1 0.1
C 0.954 -7.046 -3.640 0.0 0.0 0.0
C 1.305 -5.774 -3.286 0.0 0.0 0.0
C 0.549 -5.042 -2.336 0.0 -0.2 -0.1
C -0.599 -5.665 -1.778 -0.1 0.0 0.1
C -0.952 -6.936 -2.127 0.0 0.0 0.0
N 0.946 -3.761 -1.925 0.0 0.3 0.3
C 2.048 -3.053 -2.374 0.1 0.2 0.0
C 2.106 -1.900 -1.658 0.1 -0.3 -0.1
N 1.066 -1.859 -0.775 -0.1 -0.3 -0.1
C 0.385 -2.994 -0.964 0.0 -0.1 -0.1
H 1.551 -7.591 -4.362 0.0 0.1 0.0
H 2.178 -5.336 -3.750 0.0 0.0 0.0
H -1.218 -5.131 -1.068 0.0 0.0 0.0
H -1.826 -7.398 -1.684 0.0 0.1 0.0
H 2.685 -3.404 -3.162 0.0 -0.1 0.0
H 2.854 -1.132 -1.703 -0.1 0.0 0.1
H -0.496 -3.271 -0.419 0.0 -0.1 0.0
```
Forces are in eV/Å.

Output
multiplicity: 4
ΔE to the lowest compared entry with this formula, charge and spin: 21.9 kcal/mol
charge: -2
HOMO energy (spin up / spin down): 0.23 / -2.95 eV
frontier orbital gap (spin up / spin down): 3.49 / 6.66 eV
electronic energy: -8892.10184 Ha

Here are the Mulliken charges for atoms 1 to 6, given in e:
1. V 1.120
2. C -1.702
3. C 2.160
4. C -2.167
5. C -1.711
6. C -0.023


# C5H11N3O

2 unconnected molecules or ions with the total composition C5H11N3O (ωB97M-V with the def2-TZVPD basis set, OMol25).

```
20
Properties=species:S:1:pos:R:3:forces:R:3
C 1.828 1.103 1.034 0.4 -0.4 -0.5
C 0.117 -0.556 -0.945 -2.1 0.2 0.8
C 2.053 -0.179 0.559 1.0 0.0 1.4
N 0.098 0.511 -1.774 0.2 0.1 0.0
N 2.510 -1.286 0.453 -0.6 0.6 -0.6
O 0.403 -1.683 -1.314 0.4 0.0 0.0
H -0.225 1.404 -1.439 0.0 -0.1 0.1
H 0.296 0.396 -2.756 0.1 0.0 0.1
H 1.975 -1.996 -0.068 -0.1 0.0 0.1
H 2.321 1.869 0.444 -0.2 0.0 -0.1
H 2.037 1.210 2.097 -0.2 -0.2 0.0
H 0.505 1.288 1.039 -1.8 -0.2 -0.3
C -2.267 -0.788 -0.029 0.1 0.1 0.2
C -0.946 -0.258 0.528 1.5 -0.8 -1.6
N -0.909 1.030 0.988 1.1 0.8 0.3
H -1.506 1.632 0.420 0.2 0.1 0.1
H -0.497 -0.962 1.231 -0.1 -0.1 0.0
H -2.148 -1.789 -0.441 0.0 0.0 0.0
H -2.994 -0.815 0.785 0.0 0.0 -0.1
H -2.650 -0.130 -0.812 0.0 0.0 0.0
```
Forces are in eV/Å.

Output
ΔE to the lowest compared entry with this formula, charge and spin: 94.5 kcal/mol
charge: 0
HOMO energy (spin up / spin down): -7.59 / -7.59 eV
frontier orbital gap (spin up / spin down): 7.59 / 7.59 eV
electronic energy: -436.49647 Ha

Here are the Mulliken charges for atoms 1 to 6, given in e:
1. C -0.826
2. C 0.162
3. C 0.541
4. N -0.284
5. N -0.466
6. O -0.722


Question: What is the electronic energy in the fifth record?
Answer: -436.49647 Ha


Question: What is the formula in the fourth record?
Answer: C44H59BrClN5O7SeV